# 1
27
Properties=species:S:1:pos:R:3:nbo_charge:R:1 method="wB97M-V/def2-TZVPD" total_charge=-1 energy_ha=-791.28280 fmax_ev_per_a=9.3 gap_ev=7.77
Sb 0.77356 0.31162 -0.30774 1.319
H -0.87945 -2.22595 1.48067 0.232
C 1.89969 3.36410 -0.00839 0.863
H -3.29307 1.32545 0.65811 0.154
F 1.05927 4.55287 -0.27986 -0.404
H -1.60326 1.43568 -1.48128 0.228
H 0.55263 -0.58345 1.17995 -0.237
C 1.20476 2.13933 0.86141 -0.925
C 0.43224 -1.60366 -1.45278 -0.798
O 3.15102 3.30897 -0.49896 -0.605
H -0.64133 -1.62228 -1.96649 0.186
H 1.02801 1.18586 -1.83568 -0.279
H 1.51958 -2.60325 0.31119 0.211
H -0.85486 -4.06955 1.06672 0.191
H -1.91750 -0.27862 -0.76357 0.205
C -2.11350 1.34846 0.82056 0.024
H 0.68665 -3.83403 -0.93491 0.183
H 2.49105 -0.02093 -0.32285 -0.244
H 0.30428 2.58147 1.46387 0.229
H -1.83453 2.50715 0.88852 0.162
F -1.75388 0.64581 2.07616 -0.406
H 1.21083 -1.76225 -2.31181 0.205
H -1.80442 -2.88684 -0.05268 0.198
C -1.38125 0.76143 -0.52695 -0.866
H 2.02153 1.83454 1.67701 0.252
C -0.80453 -2.99449 0.58583 -0.643
C 0.54645 -2.81747 -0.32603 -0.434

---

# 2
30
Properties=species:S:1:pos:R:3:nbo_charge:R:1 method="wB97M-V/def2-TZVPD" total_charge=+2 energy_ha=-896.64450 fmax_ev_per_a=4.1 gap_ev=5.20
H -4.14409 -1.40953 0.62469 0.209
C 2.30549 -0.21980 -0.43094 -0.112
H 0.21370 -2.46529 -1.21703 0.438
C 2.79736 2.02006 -1.11183 -0.264
H 0.11026 -2.76935 0.83860 0.255
H -3.73479 -0.30021 1.85746 0.225
O 2.11188 0.78015 -1.50152 -0.547
C -0.15175 -1.78107 0.46078 -0.301
H 2.76180 2.68737 -1.97295 0.224
H -4.10874 0.35809 0.30818 0.217
C -1.66063 -1.78572 0.63682 -0.080
H 2.00306 -1.31317 -2.06674 0.255
H 2.15075 -2.36117 -0.59256 0.246
C 1.70669 -1.46655 -1.02908 -0.284
O -0.22567 1.19119 0.49378 -0.797
H 1.92079 0.08300 0.54293 0.219
O -2.21584 -0.52462 0.22159 -0.586
H -0.91411 3.80431 1.78054 0.529
O -0.40200 2.99506 1.84722 -0.592
O -1.36031 2.91273 -0.14726 -0.620
N 0.28486 -1.51908 -0.87104 -0.590
C -3.60248 -0.47822 0.79027 -0.273
H -2.21426 -2.51105 0.04060 0.201
H 2.13568 2.50131 -0.39163 0.178
H 3.37644 -0.38088 -0.30765 0.236
C -0.59741 2.35878 0.69603 0.974
H 0.25644 -1.02895 1.13589 0.242
H 3.81599 1.90081 -0.74269 0.234
H -1.92048 -2.02902 1.66705 0.235
In -0.69864 0.75081 -1.55951 1.927

---

# 3
24
Properties=species:S:1:pos:R:3:nbo_charge:R:1 method="wB97M-V/def2-TZVPD" total_charge=+1 energy_ha=-330.77829 fmax_ev_per_a=1.2 gap_ev=10.00
N -1.04515 0.45008 0.99800 -0.726
C -1.41957 1.86502 0.55089 0.146
H -0.28649 0.05438 0.43050 0.470
C 1.45044 -0.57590 -1.28746 -0.678
H 1.37277 -2.27173 1.72954 0.223
C -2.24550 2.52109 1.34014 -0.358
C 0.97276 -3.04202 -0.81318 -0.647
H 1.81690 -3.36637 -1.42495 0.238
H -0.74094 0.37350 1.96796 0.449
H -2.69654 2.15979 2.25456 0.232
H 0.05751 -2.99190 -1.40280 0.223
H 2.34059 -0.80745 -1.87632 0.259
H 0.62825 -0.46576 -2.01265 0.217
C 1.23957 -1.65830 -0.26670 0.040
H -0.91119 1.63728 -1.53929 0.240
C -0.72949 2.30264 -0.69891 -0.665
H -1.13220 3.28722 -0.92575 0.262
H 1.57728 0.43286 -0.89014 0.204
H -1.84836 -0.16567 0.86156 0.446
H -2.52691 3.50417 0.98648 0.243
H 0.33420 2.36296 -0.48257 0.238
H 0.89775 -3.74978 0.01011 0.228
H 1.51145 -0.42733 1.44546 0.180
C 1.38286 -1.42877 1.04552 -0.466

---

Relative energy (zero: lowest compared OMol25 entry of this formula, charge and spin) across the listed records, respectively: 423.6; 82.9; 132.1 kJ/mol.